# 1
Computed, not measured: C16H18BrN5O2 in the gas phase at a distorted geometry, with ωB97M-V/def2-TZVPD.

For the energy above the lowest of the compared OMol25 structures with the same formula, charge and spin, the calculation gives 0.0 kcal per mole. The electronic energy is -3618.87535 Ha. As for the spin multiplicity: 1. The value obtained for the molar mass is 392.26 g mol⁻¹. For the LUMO energy, the calculation gives 0.58 eV. The HOMO energy comes out at -7.825 eV. Its structure (SMILES) is CCCNc1nc2c(c(=O)[nH]c(=O)n2C)n1Cc1cccc(Br)c1. For the HOMO-LUMO gap, the calculation gives 0.3088 hartree.

XYZ file:
```
42
C16H18BrN5O2 | the OMol25 dataset | ωB97M-V/def2-TZVPD
C 0.32 -3.32 0.26
H 0.17 -0.96 -2.16
C 1.71 0.92 1.79
H 2.40 -1.79 2.34
Br 2.70 -1.78 -3.44
C 0.54 -1.79 -1.58
H 3.10 1.00 3.40
N -3.64 1.81 -2.16
N 0.57 0.13 1.36
H -1.54 4.63 0.31
N -2.07 3.17 -1.08
H 2.44 1.02 0.97
C 2.22 -3.49 -1.21
H -4.44 1.77 -2.78
C 2.38 0.28 3.00
H -0.23 -3.68 1.12
C -1.55 2.04 -0.55
N -1.28 -0.11 -0.10
H -0.45 4.48 -1.08
H 1.87 -4.78 0.45
C -1.44 -1.54 -0.07
H -2.24 -1.78 -0.77
N -0.48 1.95 0.28
H -2.06 5.22 -1.30
H 3.83 -0.86 1.88
C -0.17 -2.24 -0.47
O -3.68 4.06 -2.42
C -2.07 0.78 -0.82
H 1.32 1.91 2.02
C -3.19 0.58 -1.67
H -1.74 -1.86 0.93
H 1.62 0.10 3.77
C 1.73 -2.42 -1.93
H 3.62 -1.40 3.54
C -3.16 3.09 -1.92
C -0.35 0.65 0.53
H 0.75 -0.86 1.25
C 3.09 -1.02 2.67
C -1.49 4.46 -0.77
H 3.14 -3.97 -1.50
O -3.72 -0.47 -2.00
C 1.50 -3.94 -0.12
```


# 2
Computed, not measured: a molecular structure, C16H18Co2NO6 at a distorted geometry, with ωB97M-V/def2-TZVPD.

For the energy above the lowest of the compared OMol25 structures with the same formula, charge and spin, the calculation gives 0.0 kcal per mole. The charge is -1. The electronic energy is -3892.18688 Ha. As for the spin multiplicity: 1. The value obtained for the molar mass is 438.19 g mol⁻¹. For the LUMO energy, the calculation gives 2.78 eV. The HOMO energy comes out at -4.275 eV. For the HOMO-LUMO gap, the calculation gives 0.2591 hartree.

XYZ file:
```
43
C16H18Co2NO6 | the OMol25 dataset | ωB97M-V/def2-TZVPD
C -1.65 2.15 3.65
C 0.49 3.52 1.92
C -0.30 -1.20 -2.78
C 1.99 -1.97 -2.61
H 0.26 0.79 -2.55
H 2.59 -2.43 -1.83
H 0.63 0.93 -0.40
H 0.31 -2.91 -1.60
Co -0.47 0.98 4.22
O -1.97 -1.46 3.78
O 1.86 3.50 5.27
Co 1.49 2.18 2.67
C -1.71 -1.21 -2.19
C 1.09 0.46 3.04
C 0.54 0.30 0.49
O -0.22 1.08 7.11
O -0.07 4.39 1.43
H 0.32 -3.20 -3.35
H -1.62 -1.21 -1.09
C 0.96 0.77 1.68
H -0.43 -1.06 -3.87
C -0.27 1.06 5.95
N 0.53 -0.14 -2.27
H -3.46 -2.48 -2.24
H 0.17 -0.72 0.36
H -2.52 -2.47 -3.74
H -2.00 0.96 -2.30
H -1.94 -3.38 -2.33
O -2.48 2.88 3.32
C 1.94 -0.44 -2.42
C 3.03 2.54 1.89
C 1.65 2.90 4.31
H 2.45 -2.20 -3.59
C -2.45 -2.46 -2.64
C 0.54 -2.47 -2.57
H 1.69 -0.39 3.40
H 2.48 -0.11 -1.53
C -1.37 -0.48 3.99
C -2.47 0.03 -2.65
H 2.39 0.07 -3.29
H -2.51 0.05 -3.75
O 4.02 2.86 1.37
H -3.50 0.01 -2.27
```


# 3
Computed, not measured: a molecular structure, C16H18FN3O3S at a distorted geometry, with ωB97M-V/def2-TZVPD.

For the energy above the lowest of the compared OMol25 structures with the same formula, charge and spin, the calculation gives 424.3 kcal per mole. The electronic energy is -1507.86976 Ha. As for the spin multiplicity: 1. The value obtained for the molar mass is 351.40 g mol⁻¹. For the LUMO energy, the calculation gives 0.25 eV. The HOMO energy comes out at -8.538 eV. For the HOMO-LUMO gap, the calculation gives 0.3231 hartree.

XYZ file:
```
42
C16H18FN3O3S | the OMol25 dataset | ωB97M-V/def2-TZVPD
C -4.06 -1.39 -0.23
C -1.27 0.86 -1.46
H -1.21 1.52 -2.02
C -4.72 0.70 -0.26
C -3.56 1.17 -0.55
C -2.81 -0.99 -0.74
H 4.73 -0.48 -2.04
H -0.60 1.73 0.76
H -0.08 0.02 0.20
C 4.62 -0.96 -1.17
H 4.25 -0.36 2.12
H -2.08 -1.56 -0.81
C 3.92 -2.41 1.31
N 2.08 1.36 1.51
O 5.71 1.93 -0.82
S 4.61 1.53 0.24
C 4.50 -0.17 -0.18
H 3.26 2.27 -1.47
H 2.89 1.87 2.00
H -5.60 1.76 0.18
H -7.97 -0.76 1.41
C -4.95 -0.50 0.11
H 3.77 -2.97 1.97
O -6.02 -0.88 0.59
H -0.72 0.10 -2.00
C -2.60 0.20 -0.70
H -3.34 2.35 -0.76
N 3.22 2.00 -0.59
H -4.18 -2.50 0.05
C -0.20 0.94 -0.32
C 4.07 -2.86 -0.06
C -7.18 -0.07 0.97
H -7.08 0.72 1.90
F 3.83 -4.30 -0.06
C 2.10 1.42 0.12
H 4.30 -3.01 -2.17
O 4.81 1.94 1.61
C 4.31 -2.53 -1.21
N 1.02 1.33 -0.58
C 4.28 -1.05 1.31
H -7.39 0.46 -0.02
H 1.35 1.59 1.86
```


# 4
Computed, not measured: C16H18N2O4S in the gas phase, with ωB97M-V/def2-TZVPD.

For the energy above the lowest of the compared OMol25 structures with the same formula, charge and spin, the calculation gives 25.7 kcal per mole. The electronic energy is -1429.16316 Ha. As for the spin multiplicity: 1. The value obtained for the molar mass is 334.40 g mol⁻¹. For the LUMO energy, the calculation gives 0.44 eV. The HOMO energy comes out at -8.388 eV. Its structure (SMILES) is COc1ccccc1NC(=O)[C@@H](C)NS(=O)(=O)c1ccccc1. For the HOMO-LUMO gap, the calculation gives 0.3245 hartree.

XYZ file:
```
41
C16H18N2O4S | the OMol25 dataset | ωB97M-V/def2-TZVPD
H -4.63 -0.32 0.97
H 5.95 0.90 -0.10
H 5.63 -1.40 0.75
H -0.98 -1.95 -1.91
C 3.53 -1.39 0.40
C -2.96 2.60 1.36
C 3.89 1.19 -0.56
C -3.91 0.46 0.82
H 3.37 -2.40 0.77
C 0.68 -2.40 0.22
H -1.26 1.12 -1.16
N 1.13 -1.17 -0.08
C -1.99 2.43 0.38
H -4.67 1.76 2.35
H -1.25 3.19 0.21
H 4.06 2.19 -0.93
H 0.44 -0.52 -0.44
H 0.62 2.84 -1.88
C -0.86 -2.50 0.08
N -1.30 -1.64 -1.01
C -3.92 1.62 1.58
S -2.91 -1.18 -1.15
C 2.44 -0.67 -0.07
C -1.47 -2.05 1.40
C -1.99 1.28 -0.39
H -1.12 -3.55 -0.10
C 2.62 0.63 -0.56
H -2.96 3.50 1.96
C -2.94 0.30 -0.15
C 1.62 2.56 -1.55
H -1.06 -2.67 2.20
C 4.97 0.45 -0.09
O -3.06 -0.80 -2.53
O -3.81 -2.15 -0.60
H 1.97 3.27 -0.80
H -1.23 -1.01 1.60
C 4.79 -0.83 0.39
O 1.34 -3.34 0.61
O 1.49 1.27 -1.00
H 2.29 2.56 -2.41
H -2.55 -2.18 1.37
```